No. 1
Density functional theory data (the ωB97M-V functional and the def2-TZVPD basis) for the molecule CH2ClN2OP at a distorted geometry.

Each line ends with the natural charge from an NBO analysis.
Atoms and positions in Å:
C (-0.429, 0.987, -0.305)  -0.078
N (-1.305, 0.012, -0.719)  -0.053
N (-0.351, -1.680, -0.516)  -0.566
O (0.924, 0.467, 0.045)  -0.792
P (1.064, -1.206, 0.033)  1.326
Cl (1.168, -1.617, 2.133)  -0.309
H (-0.319, 1.531, -1.263)  0.234
H (-0.752, 1.505, 0.593)  0.238

Net charge: 0
Highest occupied orbital energy (alpha / beta): -9.9 / -10.1 eV
HOMO-LUMO gap (alpha / beta): 8.69 / 7.27 eV
Spin multiplicity: 1
E_LUMO (alpha / beta): -0.0434 / -0.1030 Ha

No. 2
Density functional theory data (the ωB97M-V functional and the def2-TZVPD basis) for a cluster of 2 separate species, C2H3BrS2 in total at a distorted geometry.

Each line ends with the natural charge from an NBO analysis.
Atoms and positions in Å:
C (0.539, -0.906, -0.493)  -0.423
C (-1.233, 1.115, 0.285)  -0.337
S (-0.096, -1.734, -1.700)  0.138
S (1.924, -1.023, 0.439)  0.180
Br (-0.416, 2.337, 1.710)  -0.025
H (-2.062, 0.515, 0.590)  0.170
H (-1.393, 1.592, -0.718)  0.186
H (2.736, -1.896, -0.113)  0.111

Net charge: 0
Highest occupied orbital energy (alpha / beta): -8.7 / -8.4 eV
HOMO-LUMO gap (alpha / beta): 7.56 / 8.00 eV
Spin multiplicity: 1
E_LUMO (alpha / beta): -0.0431 / -0.0139 Ha

No. 3
Density functional theory data (the ωB97M-V functional and the def2-TZVPD basis) for a structure of composition C16H45HgN4O5 at a distorted geometry.

Each line ends with the Mulliken charge.
Atoms and positions in Å:
Hg (0.082, 0.503, -3.374)  1.450
O (0.409, 0.133, -1.223)  -0.902
H (0.142, -0.204, -0.346)  -0.334
C (3.330, -1.850, -0.328)  -1.220
C (2.470, -3.140, -0.551)  0.375
C (1.917, -3.639, 0.787)  -0.403
O (1.235, -4.886, 0.639)  -0.347
C (0.793, -5.388, 1.923)  -0.724
N (1.482, -2.754, -1.476)  -0.612
H (4.165, -2.063, 0.340)  0.466
H (2.801, -0.969, 0.037)  0.010
H (3.783, -1.524, -1.264)  0.399
H (3.129, -3.870, -1.019)  0.352
H (1.209, -2.941, 1.234)  0.065
H (2.714, -3.895, 1.485)  0.456
H (0.040, -4.823, 2.471)  0.231
H (1.623, -5.528, 2.616)  0.318
H (0.407, -6.395, 1.765)  0.284
H (1.024, -1.913, -1.155)  0.140
H (0.805, -3.495, -1.364)  0.355
C (-3.581, 0.466, -5.167)  -1.543
C (-2.398, 1.440, -5.251)  0.691
C (-2.327, 2.389, -4.083)  -0.835
O (-2.030, 1.506, -3.013)  -0.334
C (-2.398, 2.090, -1.751)  -0.853
N (-1.167, 0.623, -5.469)  -0.660
H (-4.500, 1.038, -5.041)  0.393
H (-3.484, -0.212, -4.319)  0.360
H (-3.609, -0.127, -6.081)  0.451
H (-2.626, 2.012, -6.150)  0.399
H (-3.213, 3.019, -4.003)  0.479
H (-1.491, 3.068, -4.255)  0.343
H (-3.344, 2.601, -1.574)  0.414
H (-1.706, 2.928, -1.664)  0.388
H (-2.138, 1.422, -0.930)  0.078
H (-0.584, 1.296, -5.946)  0.331
H (-1.381, -0.117, -6.122)  0.261
C (-0.122, 2.997, 1.409)  -0.724
C (1.433, 3.190, 1.019)  0.142
C (2.399, 2.263, 1.836)  -0.526
O (3.683, 2.690, 1.452)  -0.358
C (4.781, 1.892, 1.961)  -0.683
N (1.394, 2.834, -0.372)  -0.609
H (-0.769, 3.634, 0.806)  0.340
H (-0.315, 3.194, 2.463)  0.405
H (-0.346, 1.948, 1.215)  -0.217
H (1.570, 4.271, 1.050)  0.387
H (2.245, 1.198, 1.666)  0.169
H (2.292, 2.511, 2.892)  0.490
H (4.759, 0.839, 1.681)  0.193
H (4.668, 1.863, 3.045)  0.342
H (5.771, 2.313, 1.788)  0.282
H (2.352, 2.575, -0.556)  0.335
H (0.991, 1.924, -0.542)  0.163
C (-1.641, -2.040, 1.162)  -1.557
C (-1.755, -0.773, 2.037)  1.395
C (-2.542, -0.975, 3.329)  -0.896
O (-2.882, 0.300, 3.950)  -0.408
C (-1.833, 1.122, 4.470)  0.023
N (-0.328, -0.537, 2.308)  -0.367
H (-2.641, -2.353, 0.862)  0.500
H (-1.347, -2.827, 1.857)  0.163
H (-1.036, -1.934, 0.262)  0.420
H (-2.061, 0.118, 1.489)  0.002
H (-2.039, -1.558, 4.101)  0.415
H (-3.459, -1.530, 3.130)  0.352
H (-1.096, 0.684, 5.143)  0.289
H (-2.344, 1.963, 4.938)  0.282
H (-1.345, 1.526, 3.583)  -0.418
H (0.151, -0.471, 1.422)  -0.274
H (-0.170, 0.348, 2.768)  0.225

Net charge: +1
Highest occupied orbital energy: -11.5 eV
HOMO-LUMO gap: 5.30 eV
Spin multiplicity: 1
E_LUMO: -0.2276 Ha

What is the formula in the first record?
CH2ClN2OP

Which formula does entry 1 have?
CH2ClN2OP

Among the records above, which one has the highest net charge?
C16H45HgN4O5